The following is a quantum chemistry calculation of 3 unconnected molecules or ions with the total composition C17H24ClN3O5, from OMol25.

```
50
Properties=species:S:1:pos:R:3:forces:R:3
Cl 1.570212 4.752416 -2.000078 -0.6 -0.6 -0.2
O 0.161699 0.246318 -3.882057 0.9 -1.4 -0.9
O -2.515777 -1.522056 5.020343 0.0 0.0 -0.1
O -1.347223 4.817892 -1.915218 -0.3 1.5 0.6
O -3.559779 -0.224598 -1.222294 0.1 -1.1 1.6
O 1.233221 -1.177884 1.539691 0.1 -0.1 0.0
N 3.115561 -1.106661 2.817179 0.0 0.2 0.0
N 3.495041 -0.172076 -3.411819 0.2 0.2 0.0
N -3.371118 -1.841706 2.933519 -0.2 0.0 0.1
C -2.554006 0.354107 -3.325735 0.3 0.2 0.8
C 2.779530 0.566741 -2.679878 -0.5 0.7 -0.1
C -2.053720 -1.972571 2.332134 0.0 0.1 0.3
C -0.978313 3.742389 -2.257933 0.1 -1.2 -0.6
C 2.021690 -0.570550 2.239154 0.0 0.1 0.1
C 2.437245 2.033713 -3.084857 -0.1 -1.4 0.4
C 0.942092 2.275195 -2.922046 0.6 0.4 0.0
C 3.397268 -2.516068 2.604442 -0.2 0.1 -0.1
C 2.169863 0.068269 -1.383292 0.0 -0.2 0.0
C -3.639785 0.387624 -2.224128 0.0 1.1 -2.3
C -1.583379 1.508342 -3.022819 0.0 -0.8 -0.3
C -3.461046 -1.622698 4.260841 0.0 0.0 0.0
C -4.543025 -1.950535 2.087265 0.3 0.0 0.0
C -1.990480 2.671534 -2.546155 0.8 0.5 0.2
C 0.504221 3.437197 -2.451664 -0.7 0.7 0.5
C 4.015640 -0.324576 3.641266 0.0 -0.3 -0.1
C -0.102771 1.253807 -3.313858 -1.0 1.3 0.6
H 1.897211 0.503241 2.461944 0.0 0.0 0.0
H -4.554672 -2.931485 1.606538 -0.1 0.0 -0.1
H 2.560288 -3.113166 2.969327 0.1 -0.1 0.0
H -3.034659 2.915252 -2.351985 0.3 0.1 0.0
H -1.527286 -2.807698 2.796459 0.1 0.1 -0.1
H 4.305794 -2.800574 3.130512 0.0 0.1 0.0
H -4.507588 1.064450 -2.422534 0.2 -0.2 0.1
H 1.998946 0.859503 -0.638383 0.2 -0.1 -0.3
H 3.517355 -2.706296 1.536725 0.0 -0.1 0.0
H 4.053913 -0.752235 4.645332 0.1 0.1 0.0
H 3.746177 0.389480 -4.230294 0.1 -0.5 -0.1
H -4.510929 -1.175159 1.318873 -0.1 -0.1 -0.1
H 3.675720 0.707448 3.708150 0.0 0.0 0.0
H 5.016754 -0.342171 3.204777 0.0 0.1 0.1
H 1.185767 -0.382801 -1.593681 0.4 0.1 0.1
H -5.452634 -1.832147 2.674500 0.1 0.0 0.1
H 2.779547 2.256979 -4.109608 -0.3 -0.3 0.3
H -2.976198 0.437581 -4.337188 0.1 0.0 0.3
H -2.141384 -2.144882 1.261974 -0.1 0.0 0.0
H -4.503618 -1.538866 4.614548 0.0 0.0 0.0
H -2.020017 -0.600669 -3.227970 -0.1 0.3 -0.2
H 2.784737 -0.724428 -0.937707 -0.1 0.3 -0.2
H 3.045148 2.667480 -2.422098 -0.6 0.0 -0.1
H -1.481230 -1.062404 2.509784 0.1 -0.1 -0.1
```
Positions in Å, forces in eV/Å.

Computed properties:
- 2S+1: 1
- Total charge: 0
- Structure (SMILES): [H]/N=C(/C)CC1=C(Cl)C(=O)C=C(CC=O)C1=O.CN(C)C=O.CN(C)C=O
- Energy: -45246.6671 eV